# 1
The following is a DFT calculation (ωB97M-V/def2-TZVPD) of a 2-piece molecular cluster, C6H15NO overall.

The geometry in ORCA input format:
```
! wB97M-V def2-TZVPD RIJCOSX def2/J DEFGRID3
* xyz 0 1
C -0.90694 -0.15223 0.85910
C 1.40057 0.32727 0.51500
H -2.05583 1.69543 0.40229
H 1.00628 0.17571 2.63793
H 0.13402 -0.91528 -0.65167
C -1.21146 1.24960 0.23077
H -0.43411 1.96245 0.73461
H 1.80130 0.90821 -1.45941
H 2.81704 1.80319 -0.41132
H -0.70455 -3.07862 -1.35971
H -1.08610 1.99461 -1.65004
H -2.04540 0.61560 -1.61499
N -1.14662 0.99782 -1.28108
H -1.83679 -2.01017 -1.37026
C 1.96585 1.06040 -0.47810
H 2.71731 0.34181 2.49263
H -1.02786 -0.33362 1.88314
H -1.76092 -0.70273 0.41310
H 1.66504 1.63688 2.16759
H 0.84270 -1.70443 0.89110
C 1.84064 0.58390 1.92763
O -1.59899 -2.85152 -1.77832
C 0.37571 -0.82920 0.29377
*
```

Values from the calculation:
Largest force on an atom in eV Å⁻¹: 7.2
SMILES: C=C(C)CCCN.O
Highest occupied orbital energy in eV: -9.013
Orbital gap in Eh: 0.3623
ΔE to the lowest compared entry with this formula, charge and spin in kJ/mol: 404.9

# 2
The following is a DFT calculation (ωB97M-V/def2-TZVPD) of a 14-piece molecular cluster, C38H109N5O23 overall.

The geometry in ORCA input format:
```
! wB97M-V def2-TZVPD RIJCOSX def2/J DEFGRID3
* xyz 0 1
H 1.99283 -2.52027 2.75389
C 0.72896 0.21839 4.69898
H -3.97299 0.49477 -5.51563
N -1.44108 6.14739 -1.56024
O -1.77803 -1.94147 4.42109
O 4.55784 0.54293 0.99716
N -2.75886 -8.76389 -3.29242
H 4.09087 -0.57752 2.79611
N 0.28708 1.92813 -1.29576
H -1.55966 -0.15881 -5.49818
O 4.90210 3.16930 0.52095
H 3.81586 -2.59354 -2.46536
O -1.30303 4.08549 -3.91557
H 1.04457 0.03298 -0.95958
C 4.45253 4.31677 -0.18551
C -4.71812 -4.95186 0.01289
O -3.90452 -3.29017 2.47476
H -1.86320 3.61313 -0.67310
C 3.02171 4.15968 -0.59819
H -1.47048 5.43302 -2.28933
H -1.40027 2.23402 -4.11741
C 2.18740 4.36722 5.04067
O -6.23370 1.55271 -3.22173
H 0.01173 4.28599 -5.55743
H -1.73121 6.97953 1.03576
H -3.42796 -6.87358 -6.00413
H 1.62880 1.68376 0.94988
H -0.33363 4.99082 4.14623
C 6.03160 2.04918 6.49851
H 3.38252 -0.52263 -0.34896
C 0.58161 2.51905 4.46204
O 4.85309 -2.51779 -0.92315
H -7.11102 1.76696 -3.54830
H -0.29413 5.77109 -4.68465
H -2.89420 -1.68893 0.11599
H -6.72963 -5.69955 0.39447
C -0.17761 4.69076 -4.55435
H 1.19801 0.10334 1.38583
C -4.97294 0.89214 -1.25498
O -3.68933 2.04563 -4.10991
H 0.28908 2.63929 5.51530
H -3.44952 3.79329 2.21577
C 4.43406 -0.27613 -0.17209
H 5.56391 1.15924 6.94180
H 6.98780 -0.37944 4.83650
H 3.07957 0.08530 3.76939
H -0.02643 0.43368 5.46251
C -3.22579 1.22656 -5.18806
H -0.04098 1.71268 -2.23817
C 0.31500 0.69607 -0.48970
H -0.12750 4.37236 2.68212
H 7.09516 1.91821 6.70009
H -4.37188 -1.85104 3.90888
H -5.10816 -3.93400 0.08722
H 5.40279 -3.29161 -0.76932
H 1.94309 3.40337 3.13460
H -0.40061 2.58323 -0.92885
C 2.51993 -1.88682 -3.69967
H 3.81095 -0.27345 -3.07546
O 0.22577 -3.57000 3.06948
C 4.85078 -0.13664 4.60018
O -4.67667 -5.30490 -1.37788
H -1.21900 -6.06383 -4.63549
H -0.05393 1.33564 1.55809
C -5.70120 -5.83835 0.74867
H -3.06112 1.87327 -6.05915
O 1.44190 1.39133 4.36074
H -5.66975 -5.54806 1.81215
H -1.38220 -0.02499 -1.57999
H 1.59063 4.82335 5.83764
H -3.29135 -3.86051 2.95483
H 5.61723 2.93625 6.98388
H 4.66689 -1.76915 -4.76095
H 1.05291 3.28684 -3.51402
H -5.09104 -4.57758 -1.84586
H -2.11860 4.44850 -4.27719
C -1.00950 -0.02565 -0.53386
H 6.24739 -1.56049 3.73597
H 0.61966 -4.10546 0.52606
H 5.45445 3.41676 1.26641
H 0.83533 4.82444 -2.68802
H 2.66548 0.15330 -4.36387
H 0.03881 5.08409 -0.52050
H -2.36153 -0.15857 -3.90862
C -3.60974 -7.28020 -5.00648
H -5.17353 0.65100 -0.21037
H -2.28577 -0.46097 3.01112
O 2.17953 4.87593 -4.26829
H -4.05537 -6.50128 -4.38892
H 0.15627 -0.14461 3.83199
H 4.97774 -1.95987 1.04754
C 0.77274 1.00654 0.92706
N 3.75694 -0.68565 3.75814
H 2.40548 3.99209 0.29969
H -1.74244 -2.07132 2.39205
H 2.63080 5.07436 -1.06426
C -2.31601 -1.55231 3.15303
H 2.80693 3.61432 5.53613
H 4.79016 0.30485 -1.02862
H -4.21705 -1.33251 2.20224
O -4.11596 2.02223 -1.25238
H -6.87090 1.86797 -1.26110
O 2.30427 -4.82410 1.50010
H -0.29419 2.36556 3.81623
C -1.38121 -4.99762 -2.33011
C -0.95574 5.49840 -0.32378
C -3.77757 -1.94480 2.99419
C -1.96823 -2.12917 -0.28746
H -0.29474 6.15533 1.62027
H -2.39010 -1.72954 5.13110
H 4.74065 1.46379 0.72296
H -3.35240 -9.49840 -3.66721
H -4.38362 -8.04918 -5.10056
H 2.12072 -3.12043 0.34391
H -4.45597 0.06807 -1.75671
H 2.00333 2.69013 -1.41423
H -0.54105 -7.17977 -3.41441
C 5.23144 -1.52032 0.07504
C -2.67327 3.09873 1.86997
H -3.75182 -5.02804 0.50600
C -2.35652 -7.86512 -4.38716
O 5.81014 2.12134 5.11403
H -2.10930 -2.35516 -1.35056
H -1.82504 0.48330 0.01162
H -0.40511 -5.34429 -1.97523
H -0.12379 7.35697 0.31333
H 2.84510 5.14155 4.64442
H 0.60271 -1.97442 1.79194
H 3.84375 1.62664 5.37288
C 3.30193 -0.63694 -3.98316
O -1.59292 3.80701 1.33539
H -1.94850 -4.59613 -1.49204
C -1.47634 -6.75848 -3.81912
H -2.95844 4.74518 0.09775
H -1.93669 -9.25098 -2.94221
H -0.25604 -2.86791 3.52065
O 2.91527 3.06849 -1.49144
H 2.93745 4.42345 -3.88515
O -0.82510 -1.35689 -0.10873
H 2.06921 -2.24710 -4.63303
O 4.31418 -0.89321 -4.95998
O -0.98749 1.36118 -4.23100
H -6.90101 0.20519 -1.77893
H -3.86855 2.21862 -2.16860
H 6.55094 0.08266 3.21476
H -5.95410 -7.71802 1.09778
O 3.37640 -2.91461 -3.26933
C -1.99067 0.48177 -4.72929
H -2.41597 6.38878 -1.38321
O -5.31864 -7.19616 0.60043
H -2.32307 2.44312 2.66232
C -6.31613 1.13365 -1.85584
H -1.29142 -4.18764 -3.06771
H -4.63449 1.89319 -3.94954
H -3.14577 2.47618 1.09321
H 4.55607 5.17060 0.49743
H -1.76609 -8.39479 -5.14656
N 0.38905 4.78541 3.45960
C 1.11092 -2.85657 2.19717
C 1.32504 3.77273 3.95923
H 1.65625 -1.69796 -3.04095
H 6.31463 -1.38323 0.05329
C 1.51016 -3.71646 1.03252
C 1.01140 4.36902 -3.67657
H -1.88527 -3.05917 0.27823
C 4.67646 1.39606 4.69746
C 6.22356 -0.52017 4.06880
O -2.15167 -6.05865 -2.79737
C -0.75759 6.58294 0.73241
H 4.38593 1.70178 3.68624
H 5.06794 4.58859 -1.05057
H 1.42362 -0.55979 5.00037
C -1.91220 4.40292 0.09453
H 4.77204 -0.53993 5.61729
H 2.80818 -5.15227 0.75138
*
```

Values from the calculation:
Largest force on an atom in eV Å⁻¹: 1.6
Highest occupied orbital energy in eV: -8.682
Orbital gap in Eh: 0.3153
ΔE to the lowest compared entry with this formula, charge and spin in kJ/mol: 74.4

# 3
The following is a DFT calculation (ωB97M-V/def2-TZVPD) of C15H15Br4ClN2O8PRu as an isolated structure.

The geometry in ORCA input format:
```
! wB97M-V def2-TZVPD RIJCOSX def2/J DEFGRID3
* xyz 0 2
O -2.24236 0.81841 2.23067
H 1.38130 1.93385 3.53969
O -0.06342 -1.52608 -0.53878
Br 1.13713 -4.27741 -0.91031
O -1.61587 -0.32917 4.21496
Cl -2.04049 -0.48089 2.87011
C 1.46382 2.99796 -3.65905
H -2.34388 4.46972 -1.46833
O 1.42945 3.88832 -4.48135
H -0.41714 4.76105 -3.06206
H 0.74595 0.74929 -2.11490
C -3.04610 -4.35487 -0.88091
H -2.57498 2.28644 -0.27987
H 3.29289 2.28684 -4.15870
C -1.70850 -4.76460 -0.94823
C -1.62609 3.68023 -1.63663
C -0.99186 -2.48394 -0.60890
C -1.76069 2.47675 -0.96884
O 1.02799 0.86902 0.77123
C 0.11776 1.62248 -1.99817
H 3.50416 2.18378 1.55232
C 0.32652 2.79832 -2.69584
O -3.16297 -1.32213 2.73721
C 1.50672 0.85143 3.50302
C -2.33066 -2.08729 -0.47399
C 3.59514 1.09778 1.54975
Br -1.27548 -6.57750 -1.21967
H 4.30355 0.79279 2.31970
N -0.90153 1.46817 -1.15118
O -2.54775 -0.80199 -0.21639
C -3.35126 -3.01944 -0.65229
Br -5.11123 -2.37396 -0.52860
H 2.95971 -1.71687 2.51407
C -0.56790 3.84344 -2.50931
H 0.56886 0.37472 3.78297
P 1.98090 0.36954 1.84581
H 2.42347 -1.72621 0.80839
H 2.62293 1.53509 -2.75683
H 1.23239 -1.87848 2.09879
Ru -0.86767 0.02689 0.33381
N 2.50340 2.12953 -3.55547
O -0.87101 -1.07479 2.09580
H 3.96344 0.77427 0.57650
C 2.17576 -1.40868 1.82093
H 2.28444 0.55514 4.20871
C -0.69249 -3.82810 -0.81242
Br -4.43631 -5.60885 -1.08742
*
```

Values from the calculation:
Largest force on an atom in eV Å⁻¹: 0.9
Highest occupied orbital energy (alpha / beta) in eV: -7.621 / -7.844
Orbital gap (alpha / beta) in Eh: 0.2610 / 0.2383
ΔE to the lowest compared entry with this formula, charge and spin in kJ/mol: 7.7
⟨S²⟩: 0.757

# 4
The following is a DFT calculation (ωB97M-V/def2-TZVPD) of C3H6O as an isolated structure.

The geometry in ORCA input format:
```
! wB97M-V def2-TZVPD RIJCOSX def2/J DEFGRID3
* xyz 0 1
H 0.91736 1.67339 0.25657
H 0.28773 -1.93814 -0.28518
C 1.11798 0.60187 0.07767
C -2.33715 0.44100 0.03664
H 2.02267 0.37517 0.66893
H -3.39206 0.55129 -0.04240
H 1.38203 0.44625 -0.98913
H 1.04160 -2.02288 -0.50995
C -1.17527 0.21930 0.29593
O 0.13510 -0.34724 0.49092
*
```

Values from the calculation:
Largest force on an atom in eV Å⁻¹: 6.4
Highest occupied orbital energy in eV: -9.794
Orbital gap in Eh: 0.3982
ΔE to the lowest compared entry with this formula, charge and spin in kJ/mol: 471.4